The ion C2H7N3P with charge +1. Source: the Open Molecules 2025 dataset; level of theory: ωB97M-V/def2-TZVPD.

Summary:
**Energy relative to the best compared isomer or geometry (same formula, charge and spin)**: 86.3 kJ/mol
**Total charge**: +1
**Frontier orbital gap**: 10.227 eV
**2S+1**: 1
**Lowest unoccupied orbital energy**: -3.71 eV
**E_HOMO**: -13.9 eV
**Strongest force on any atom**: 4.7 eV Å⁻¹
**DFT total energy**: -585.78877 a.u.

```
13
Properties=species:S:1:pos:R:3:lowdin_charge:R:1
N -1.95129 0.69034 -0.08236 0.206
C -0.62748 0.34371 -0.07397 -0.465
N -0.32959 -0.95951 -0.16896 0.066
C 1.17723 -1.24687 -0.15301 -0.314
P 2.05546 0.39318 -0.04283 0.988
N 0.39925 1.20372 -0.07423 -0.141
H -2.64665 0.03070 -0.28082 0.107
H -2.13580 1.68407 -0.01619 0.131
H -1.12297 -1.48312 -0.07422 0.113
H 1.51800 -1.92965 0.63769 0.088
H 1.43852 -1.70051 -1.14790 0.095
H 2.02378 0.75027 1.42587 -0.018
H 0.20154 2.22366 0.05092 0.145
```


The molecule C6H12O. Source: the Open Molecules 2025 dataset; level of theory: ωB97M-V/def2-TZVPD.

Summary:
**Energy relative to the best compared isomer or geometry (same formula, charge and spin)**: 115.9 kJ/mol
**Total charge**: 0
**Frontier orbital gap**: 10.745 eV
**2S+1**: 1
**Lowest unoccupied orbital energy**: 1.16 eV
**E_HOMO**: -9.6 eV
**Strongest force on any atom**: 1.7 eV Å⁻¹
**DFT total energy**: -311.01512 a.u.

```
19
Properties=species:S:1:pos:R:3:lowdin_charge:R:1
C 2.75073 0.03095 0.14634 -0.099
C 1.37998 0.08001 -0.54758 -0.196
C 0.12114 0.36614 0.28567 -0.290
C -1.03400 1.05625 -0.45715 -0.139
C -2.20612 0.15056 -0.09456 -0.179
C -1.57874 -1.21898 -0.18740 -0.219
O -0.38116 -1.00814 0.55061 -0.160
H 3.29160 0.98302 0.23875 0.067
H 2.64293 -0.40084 1.14783 0.074
H 3.38792 -0.64863 -0.43254 0.068
H 1.41525 0.54321 -1.54366 0.112
H 1.03684 -0.94424 -0.64569 0.103
H 0.32499 0.82730 1.26386 0.149
H -1.21296 2.09857 -0.17419 0.116
H -0.85991 1.04097 -1.54218 0.114
H -3.08219 0.28992 -0.71906 0.110
H -2.45624 0.30628 0.96092 0.121
H -2.18667 -2.01485 0.26504 0.123
H -1.41761 -1.52406 -1.24348 0.126
```


The molecule C5H13NO. Source: the Open Molecules 2025 dataset; level of theory: ωB97M-V/def2-TZVPD.

Summary:
**Energy relative to the best compared isomer or geometry (same formula, charge and spin)**: 91.6 kJ/mol
**Total charge**: 0
**Frontier orbital gap**: 10.246 eV
**2S+1**: 1
**Lowest unoccupied orbital energy**: 0.88 eV
**E_HOMO**: -9.4 eV
**Strongest force on any atom**: 1.3 eV Å⁻¹
**DFT total energy**: -328.28397 a.u.

```
20
Properties=species:S:1:pos:R:3:lowdin_charge:R:1
C -2.61338 0.51436 0.55330 -0.113
C -1.81760 -0.77224 0.74532 -0.281
C -0.69770 -0.95906 -0.24232 -0.191
C 0.39021 0.11479 -0.22431 -0.385
N 0.58213 0.64532 1.15424 0.051
C 1.72155 -0.39043 -0.73130 -0.262
O 2.46721 0.71500 -1.21078 -0.059
H -1.96673 1.39204 0.59196 0.055
H -3.13825 0.57539 -0.40681 0.076
H -3.29699 0.63576 1.38821 0.068
H -1.53019 -0.75496 1.80191 0.100
H -2.50702 -1.61682 0.73882 0.102
H -0.24504 -1.94394 -0.10045 0.111
H -1.11507 -1.02344 -1.25648 0.120
H 0.11649 0.91741 -0.91024 0.138
H 0.15523 1.55916 1.25985 0.065
H 1.57558 0.84648 1.25201 0.066
H 2.29585 -0.96312 0.01424 0.128
H 1.52501 -1.14807 -1.52004 0.123
H 3.35775 0.39217 -1.39311 0.088
```


A structure of composition C5H10O. Source: the Open Molecules 2025 dataset; level of theory: ωB97M-V/def2-TZVPD.

Summary:
**Energy relative to the best compared isomer or geometry (same formula, charge and spin)**: 557.3 kJ/mol
**Total charge**: 0
**Frontier orbital gap**: 9.606 eV
**2S+1**: 1
**Lowest unoccupied orbital energy**: 0.36 eV
**E_HOMO**: -9.2 eV
**Strongest force on any atom**: 0.3 eV Å⁻¹
**DFT total energy**: -271.54037 a.u.

```
16
Properties=species:S:1:pos:R:3:lowdin_charge:R:1
C -1.55707 -0.77376 -0.02230 -0.080
C -0.96941 0.47404 -0.65640 -0.294
C -0.08346 1.42265 0.07714 -0.095
C 0.51345 0.65983 -0.85605 -0.140
C 1.69956 -0.85048 0.03025 -0.244
O 1.47956 -1.00689 1.25021 -0.149
H -1.84211 -1.49556 -0.79618 0.076
H -0.84837 -1.25660 0.65573 0.059
H -2.45981 -0.52237 0.54687 0.077
H -1.64521 0.93891 -1.38376 0.125
H -0.08733 2.43710 0.45208 0.112
H 0.13861 0.80795 1.59330 0.102
H 1.16867 0.86692 -1.69105 0.119
H 1.26466 -1.55195 -0.69799 0.102
H 2.61569 -0.33119 -0.29682 0.095
H 0.61258 0.18138 1.79498 0.135
```


A structure of composition C7H6AlCl2N2O3Pr. Source: the Open Molecules 2025 dataset; level of theory: ωB97M-V/def2-TZVPD.

Summary:
**Total charge**: +4
**Frontier orbital gap (spin up / spin down)**: 3.938 / 3.940 eV
**2S+1**: 3
**Lowest unoccupied orbital energy (spin up / spin down)**: -16.15 / -16.15 eV
**E_HOMO (spin up / spin down)**: -20.1 / -20.1 eV
**Strongest force on any atom**: 7.7 eV Å⁻¹
**DFT total energy**: -2283.84616 a.u.

```
22
Properties=species:S:1:pos:R:3:mulliken_spin:R:1
Al -4.27202 -2.19566 -4.35550 0.000
Pr 0.86909 1.22131 -0.35607 2.027
Cl -3.65765 -3.44462 -2.76872 0.000
Cl -0.24690 3.47611 -0.56964 -0.018
C 2.93737 2.53647 -0.87499 -0.001
C -5.37421 -3.60061 -5.43815 0.000
C -4.62737 -0.77367 -5.81484 0.000
O 3.81637 3.25248 -1.11886 0.001
O -5.97141 -4.38942 -6.05253 0.000
O -5.00281 -0.23018 -6.77977 0.000
C 3.04860 -0.67966 1.87224 0.000
C 2.01447 0.18186 2.48144 -0.002
N 1.19828 1.05977 1.86068 -0.006
C 0.40221 1.66898 2.86858 0.002
C 0.75614 1.12625 4.05738 -0.001
N 1.76905 0.19401 3.78631 -0.001
H 4.04697 -0.45746 2.28546 0.000
H 2.83600 -1.74557 2.05721 0.000
H 3.10520 -0.53223 0.78113 0.000
H -0.31181 2.42987 2.56567 0.000
H 0.39501 1.29604 5.05598 0.000
H 2.26941 -0.39407 4.45698 0.000
```


Q: Which value of strongest force on any atom does entry 1 give?
A: 4.7 eV Å⁻¹


Copy entry 5 word for word.
A structure of composition C7H6AlCl2N2O3Pr. Source: the Open Molecules 2025 dataset; level of theory: ωB97M-V/def2-TZVPD.

Summary:
**Total charge**: +4
**Frontier orbital gap (spin up / spin down)**: 3.938 / 3.940 eV
**2S+1**: 3
**Lowest unoccupied orbital energy (spin up / spin down)**: -16.15 / -16.15 eV
**E_HOMO (spin up / spin down)**: -20.1 / -20.1 eV
**Strongest force on any atom**: 7.7 eV Å⁻¹
**DFT total energy**: -2283.84616 a.u.

```
22
Properties=species:S:1:pos:R:3:mulliken_spin:R:1
Al -4.27202 -2.19566 -4.35550 0.000
Pr 0.86909 1.22131 -0.35607 2.027
Cl -3.65765 -3.44462 -2.76872 0.000
Cl -0.24690 3.47611 -0.56964 -0.018
C 2.93737 2.53647 -0.87499 -0.001
C -5.37421 -3.60061 -5.43815 0.000
C -4.62737 -0.77367 -5.81484 0.000
O 3.81637 3.25248 -1.11886 0.001
O -5.97141 -4.38942 -6.05253 0.000
O -5.00281 -0.23018 -6.77977 0.000
C 3.04860 -0.67966 1.87224 0.000
C 2.01447 0.18186 2.48144 -0.002
N 1.19828 1.05977 1.86068 -0.006
C 0.40221 1.66898 2.86858 0.002
C 0.75614 1.12625 4.05738 -0.001
N 1.76905 0.19401 3.78631 -0.001
H 4.04697 -0.45746 2.28546 0.000
H 2.83600 -1.74557 2.05721 0.000
H 3.10520 -0.53223 0.78113 0.000
H -0.31181 2.42987 2.56567 0.000
H 0.39501 1.29604 5.05598 0.000
H 2.26941 -0.39407 4.45698 0.000
```